Entry 1:
A cluster of 7 separate species, C12H31BrN2O7 in total. Source: the Open Molecules 2025 dataset; level of theory: ωB97M-V/def2-TZVPD.

The geometry in XYZ format:
```
53
Properties=species:S:1:pos:R:3:lowdin_charge:R:1
N -1.79414 3.15149 -1.06945 0.1317
C -2.04818 1.91343 -0.74180 -0.1329
C -2.49787 0.53906 0.07136 -0.5546
Br -3.51578 -0.69011 -1.19849 0.7164
C -1.23564 -0.24745 0.78409 -0.2958
C -0.36530 -1.17495 -0.27986 -0.0615
N 0.33057 -1.94213 -1.09360 0.1236
C -0.28180 0.72744 1.69384 -0.1293
C -0.85618 0.87734 3.25319 -0.1850
O -1.16877 2.31778 3.41980 -0.1464
H -3.27316 0.76248 0.94337 0.1250
H -1.73105 -1.02739 1.53944 0.1546
H 0.77181 0.18517 1.80887 0.1005
H -0.07918 1.78901 1.24483 0.1301
H 0.03850 0.65121 3.98637 0.1323
H -1.80843 0.22125 3.43262 0.1293
H -2.12722 2.33494 3.71108 0.1038
C -0.36002 0.05317 -4.08415 -0.1409
O -1.73809 -0.25612 -4.18162 -0.1637
H 0.05909 0.12920 -5.09022 0.0881
H -0.23561 1.00774 -3.56686 0.0763
H 0.15455 -0.74009 -3.53644 0.0550
H -2.08232 -0.31717 -3.27425 -0.0246
C 1.21909 -5.08185 -2.90418 -0.1624
O -0.14289 -4.91388 -2.55633 -0.1457
H 1.44342 -6.14983 -2.95623 0.0805
H 1.40622 -4.62451 -3.87891 0.0787
H 1.85047 -4.61580 -2.14380 0.0525
H -0.31227 -3.95713 -2.51778 0.0403
C 1.86650 -2.02148 3.88940 -0.1352
O 1.61368 -1.26466 2.71999 -0.1755
H 2.15867 -1.34377 4.69498 0.0861
H 0.96051 -2.55943 4.17931 0.0825
H 2.67764 -2.72840 3.69875 0.0781
H 1.35688 -1.89234 2.02312 0.0756
C 4.17632 -2.98303 0.37906 -0.1666
O 3.58957 -3.03833 -0.90815 -0.1405
H 5.24787 -3.17641 0.28971 0.0818
H 4.02203 -1.99001 0.80845 0.0716
H 3.72330 -3.74331 1.01998 0.0733
H 2.63957 -2.86306 -0.79713 0.0255
C -2.71435 3.24371 -4.38921 -0.1757
O -3.25851 2.05607 -3.84366 -0.1673
H -3.33793 4.08985 -4.09123 0.0772
H -1.70033 3.38932 -4.00865 0.0602
H -2.69900 3.17132 -5.47942 0.0759
H -2.68458 1.32315 -4.12472 0.0189
C 0.78271 5.32566 3.70078 -0.1709
O -0.25283 5.38719 4.66415 -0.1345
H 1.57191 6.02680 3.98216 0.0788
H 1.19231 4.31299 3.66897 0.0685
H 0.38638 5.60089 2.72037 0.0772
H -0.93814 4.75499 4.38808 0.0593
```

## Properties
Spin multiplicity: 1
Charge: 0
Calculated total energy (Ha): -3685.6981
E_HOMO (eV): -9.7
Structure (SMILES): N#C[C@@H](Br)[C@@H](C#N)CCO.CO.CO.CO.CO.CO.CO

=====

Entry 2:
A structure of composition C12H31F6NO10S2V. Source: the Open Molecules 2025 dataset; level of theory: ωB97M-V/def2-TZVPD.

The geometry in XYZ format:
```
63
Properties=species:S:1:pos:R:3:lowdin_charge:R:1
V -0.30740 1.99889 -1.93352 1.2333
C -2.39282 3.40477 2.06900 -0.6025
F -3.36625 4.17821 1.59198 0.1423
F -2.45336 3.39168 3.42280 0.1243
F -2.45942 2.14012 1.61483 0.1140
S -0.62654 4.13445 1.57515 0.7108
O -0.35600 5.32164 2.42616 -0.2952
O 0.28032 3.01257 1.82259 -0.3316
N -0.86834 4.39331 -0.14715 -0.3582
S -0.82282 5.93549 -0.29772 0.5209
O -1.93432 6.63424 0.29317 -0.2895
O 0.47217 6.53188 -0.00194 -0.3055
C -1.06989 6.14330 -2.21642 -0.6610
F -1.89967 7.18494 -2.41075 0.1268
F 0.04779 6.43636 -2.81689 0.1612
F -1.62211 5.03800 -2.72187 0.0915
O 0.27455 -0.57886 -0.83555 -0.3753
H 0.15339 -0.86188 0.09167 -0.0693
C -4.84686 -0.77649 -1.78860 -0.0848
C -3.85860 -0.25552 -2.78387 -0.3231
O -3.45254 1.06137 -2.48326 -0.1085
H -4.45824 -0.97532 -0.78984 0.0826
H -5.21262 -1.73041 -2.16857 0.0817
H -5.75209 -0.18558 -1.64903 0.0783
H -4.30809 -0.12173 -3.76782 0.1145
H -3.00345 -0.92839 -2.84767 0.1175
H -4.29296 1.52503 -2.46528 0.0865
C -0.55754 -6.34627 -2.57094 -0.1010
C 0.03451 -5.10152 -2.00314 -0.3239
O -1.05138 -4.17875 -1.74032 -0.0857
H -1.30857 -6.70801 -1.86865 0.0788
H 0.13166 -7.17741 -2.72028 0.0737
H -0.94223 -6.19846 -3.58004 0.0757
H 0.72812 -4.62823 -2.69813 0.1041
H 0.72191 -5.29889 -1.18057 0.1051
H -0.69505 -3.33205 -1.46156 0.0550
C -1.45904 -2.80083 3.64146 -0.0794
C -1.28466 -3.83719 4.76945 -0.3294
O -2.36343 -3.70674 5.66822 -0.0785
H -2.34571 -2.87804 3.01220 0.0695
H -0.56793 -2.85204 3.01585 0.0606
H -1.54653 -1.80354 4.07257 0.0722
H -0.30382 -3.72076 5.23044 0.1029
H -1.29429 -4.87867 4.44800 0.1045
H -2.33507 -4.50910 6.19455 0.0786
C 4.54111 3.80547 -1.05151 -0.0892
C 3.69948 2.67580 -1.54385 -0.3260
O 2.67861 3.17944 -2.37212 -0.1036
H 5.40569 3.38285 -0.53965 0.0840
H 3.99596 4.42854 -0.34250 0.0877
H 4.92897 4.45408 -1.83697 0.0785
H 3.29977 2.23991 -0.62825 0.1207
H 4.30960 1.96597 -2.10244 0.1169
H 3.08304 3.72552 -3.05023 0.0883
C 5.13817 -2.94484 1.77014 -0.0772
C 3.81804 -2.25044 1.44445 -0.3216
O 3.82910 -1.73943 0.11143 -0.1013
H 5.37301 -3.71780 1.03839 0.0733
H 5.04424 -3.42298 2.74516 0.0706
H 5.94864 -2.21640 1.79518 0.0740
H 3.63592 -1.36895 2.05920 0.1071
H 2.91914 -2.86605 1.47759 0.1039
H 2.92670 -1.42632 0.01532 0.0496
```

## Properties
Spin multiplicity: 4
Charge: 0
Energy above the lowest of the compared OMol25 structures with the same formula, charge and spin (eV): 8.423
<S²>: 4.02
Calculated total energy (Ha): -3622.2091
E_HOMO (spin up / spin down) (eV): -9.6 / -9.8

=====

Entry 3:
A cluster of 8 separate species, C12H31FN8O18S in total. Source: the Open Molecules 2025 dataset; level of theory: ωB97M-V/def2-TZVPD.

The geometry in XYZ format:
```
71
Properties=species:S:1:pos:R:3:lowdin_charge:R:1
O 2.21476 -3.35302 1.08091 0.0844
C 2.15166 -2.27556 0.56371 -0.3713
O 1.40455 -2.03496 -0.51682 -0.0213
C 1.43970 -0.70587 -1.05811 -0.1744
C 0.10460 0.00918 -0.87343 -0.1408
C -0.38360 0.02654 0.58065 -0.1669
C -1.90602 -0.09705 0.80281 -0.1932
N -2.71487 -0.84617 -0.17594 -0.1228
S -2.53431 -2.45676 -0.37882 0.5717
O -2.21423 -2.73716 -1.73648 -0.2445
O -3.59438 -3.16393 0.25913 -0.2643
F -1.28813 -2.73560 0.50798 -0.1181
H 2.70888 -1.40306 0.93830 0.1305
H 2.26815 -0.14346 -0.62542 0.1111
H 1.62573 -0.82817 -2.12489 0.1152
H 0.27207 1.03385 -1.21202 0.1238
H -0.60339 -0.46011 -1.55796 0.0971
H -0.10162 0.98341 1.01847 0.1118
H 0.11420 -0.72788 1.18474 0.0859
H -2.35337 0.89562 0.84828 0.1209
H -2.07659 -0.53936 1.78022 0.0843
H -2.70792 -0.42404 -1.09693 0.1074
C 4.76118 -0.85986 -4.15792 0.0526
N 3.94055 0.19703 -3.50663 -0.4473
O 3.07234 0.72952 -4.16603 0.0523
O 4.19388 0.45906 -2.34914 0.0542
H 4.42018 -0.97065 -5.17980 0.0947
H 5.79591 -0.53409 -4.11637 0.1034
H 4.62516 -1.77087 -3.58234 0.1014
C -3.36250 -2.91362 3.73037 0.0503
N -2.90904 -1.65378 4.38076 -0.4246
O -1.89430 -1.13521 3.96105 0.0584
O -3.58717 -1.20372 5.28168 0.0556
H -2.64544 -3.15599 2.95453 0.0823
H -3.40871 -3.68183 4.49486 0.1005
H -4.34942 -2.73073 3.32164 0.0898
C -7.09212 -5.70466 2.88366 0.0516
N -7.17059 -4.60923 3.88987 -0.4443
O -8.26486 -4.21009 4.21568 0.0817
O -6.11286 -4.18373 4.31507 0.0429
H -8.10122 -5.97577 2.59867 0.0943
H -6.52221 -5.32625 2.03991 0.1009
H -6.56828 -6.53288 3.35095 0.1006
C 3.27540 0.08549 4.48005 0.0534
N 2.71029 0.93285 3.39368 -0.4365
O 1.99699 0.39162 2.56995 0.0473
O 2.99551 2.10837 3.40403 0.0803
H 2.92959 -0.93070 4.33303 0.0961
H 4.35667 0.15897 4.41370 0.1007
H 2.92591 0.49806 5.42154 0.1018
C -4.68910 1.94159 5.01527 0.0481
N -3.63254 2.84790 4.48936 -0.4513
O -3.42923 3.89084 5.07320 0.0682
O -3.04022 2.47438 3.49644 0.0482
H -5.13900 2.40305 5.88603 0.0947
H -5.41368 1.80364 4.21822 0.1020
H -4.21064 0.99831 5.26268 0.0679
C 3.26810 2.75397 -7.34029 0.0330
N 4.75536 2.76818 -7.30260 -0.4478
O 5.33586 3.69450 -7.82318 0.0740
O 5.29616 1.83951 -6.72938 0.0375
H 2.92476 3.63820 -7.86107 0.0880
H 2.96709 1.84241 -7.84846 0.1018
H 2.92601 2.74555 -6.31061 0.0825
C 4.60738 5.16339 -4.24186 0.0547
N 3.94944 6.03499 -5.25578 -0.4403
O 3.19290 5.51224 -6.05069 0.0510
O 4.22076 7.21355 -5.22067 0.0771
H 4.27149 4.14384 -4.39096 0.0834
H 5.67918 5.25820 -4.38715 0.1046
H 4.32322 5.53797 -3.26330 0.1019
```

## Properties
Spin multiplicity: 1
Charge: 0
Calculated total energy (Ha): -2765.5820
E_HOMO (eV): -10.5
Structure (SMILES): O=COCCCCNS(=O)(=O)F.C[N+](=O)[O-].C[N+](=O)[O-].C[N+](=O)[O-].C[N+](=O)[O-].C[N+](=O)[O-].C[N+](=O)[O-].C[N+](=O)[O-]

=====

Entry 4:
A structure of composition C12H32AgB2N2O3S. Source: the Open Molecules 2025 dataset; level of theory: ωB97M-V/def2-TZVPD.

The geometry in XYZ format:
```
53
Properties=species:S:1:pos:R:3:lowdin_charge:R:1
Ag -1.63374 -0.83108 1.58086 0.3987
O -3.19355 1.08240 6.14083 -0.2772
C -2.43029 1.07959 7.34845 -0.3989
C -2.91833 0.29499 8.68162 -0.4349
O -3.71673 -0.85376 8.44984 -0.3441
H -2.01148 2.01111 7.72919 0.0409
H -1.47724 0.60914 7.10665 0.0627
H -3.51275 0.96667 9.30098 0.0462
H -2.08857 0.07373 9.35292 0.0420
B -4.13139 2.06700 -0.24247 -0.4998
H -4.50329 1.15983 0.20805 -0.1202
H -3.27023 2.43016 0.29675 -0.1260
H -3.90542 1.74764 -1.24805 -0.1388
H -4.84533 2.87592 -0.25641 -0.1264
B -3.91512 -4.09141 3.49652 -0.4924
H -4.45267 -4.47751 4.34869 -0.1238
H -4.65856 -3.46230 3.03202 -0.1235
H -3.17973 -3.39056 3.86020 -0.1232
H -3.41988 -4.80939 2.86132 -0.1383
C 0.04119 0.19822 -4.79702 -0.0985
C -0.83205 1.20862 -5.64395 -0.2548
C -0.54728 2.64733 -5.18339 -0.1903
C -1.41305 3.55471 -5.98474 -0.2469
N -2.01885 4.29207 -6.55021 0.1303
H -0.16115 0.32419 -3.73340 0.0766
H 1.10442 0.35960 -4.97481 0.0593
H -0.25097 -0.81190 -5.08410 0.0612
H -1.89440 1.16066 -5.40476 0.1092
H -0.63142 0.98234 -6.69116 0.0997
H 0.51502 2.82008 -5.35596 0.1056
H -0.68321 2.73132 -4.10517 0.1294
C 5.04202 5.20132 -2.77997 -0.0817
C 5.72341 3.77302 -2.63771 -0.2804
C 5.60525 3.21836 -1.31172 -0.2591
C 4.26230 3.02486 -0.68971 -0.2236
N 3.23848 2.86970 -0.19291 0.1567
H 3.96787 5.01762 -2.75612 0.0701
H 5.29358 5.54499 -3.78332 0.0569
H 5.32014 5.93199 -2.02045 0.0694
H 6.76932 3.77692 -2.94456 0.1020
H 5.19818 3.08181 -3.29686 0.1089
H 6.14041 3.78943 -0.55306 0.1164
H 6.03128 2.22105 -1.20232 0.1141
C 0.15649 -6.34276 -0.68725 -0.3050
S 1.54475 -5.51973 0.13895 0.8148
O 1.05194 -4.06208 0.38984 -0.5956
C 1.38021 -6.40089 1.84942 -0.2350
H 0.37977 -7.25143 -1.24631 0.0345
H -0.21411 -5.75039 -1.52382 0.0464
H -0.72124 -6.52932 -0.06847 0.0616
H 2.08339 -5.99557 2.57699 0.0347
H 1.30424 -7.48822 1.84225 0.0353
H 0.47844 -6.05985 2.35794 0.0550
```

## Properties
Spin multiplicity: 1
Charge: -3
Calculated total energy (Ha): -1405.7966
E_HOMO (eV): 2.9

=====

Calculated max |F|, 0.2446 0.0939 0.0193 0.1261 hartree/bohr (same order as the records).
Calculated molecular weight, 395.291 578.443 626.483 413.958 g/mol (same order as the records).